# 1
{"formula": "C36H99N9O9", "method": "ωB97M-V with the def2-TZVPD basis set", "e_tot_ha": -2600.68267, "de_lowest_ev": 4.130, "e_lumo_ev": 0.499, "smiles": "COC[C@H](C)N.COC[C@H](C)N.COC[C@H](C)N.COC[C@H](C)N.COC[C@H](C)N.COC[C@H](C)N.COC[C@H](C)N.COC[C@H](C)N.COC[C@H](C)N", "gap_ev": 9.2, "largest_force_ev_per_a": 2.79, "elements": ["C", "O", "C", "C", "C", "N", "H", "H", "H", "H", "H", "H", "H", "H", "H", "H", "H", "C", "O", "C", "C", "C", "N", "H", "H", "H", "H", "H", "H", "H", "H", "H", "H", "H", "C", "O", "C", "C", "C", "N", "H", "H", "H", "H", "H", "H", "H", "H", "H", "H", "H", "C", "O", "C", "C", "C", "N", "H", "H", "H", "H", "H", "H", "H", "H", "H", "H", "H", "C", "O", "C", "C", "C", "N", "H", "H", "H", "H", "H", "H", "H", "H", "H", "H", "H", "C", "O", "C", "C", "C", "N", "H", "H", "H", "H", "H", "H", "H", "H", "H", "H", "H", "C", "O", "C", "C", "C", "N", "H", "H", "H", "H", "H", "H", "H", "H", "H", "H", "H", "C", "O", "C", "C", "C", "N", "H", "H", "H", "H", "H", "H", "H", "H", "H", "H", "H", "C", "O", "C", "C", "C", "N", "H", "H", "H", "H", "H", "H", "H", "H", "H", "H", "H"], "positions_angstrom": [[5.391, 5.781, -3.486], [4.780, 4.519, -3.074], [5.067, 4.171, -1.747], [5.226, 2.642, -1.512], [3.926, 1.898, -1.667], [5.724, 2.401, -0.141], [6.365, 5.647, -3.957], [5.389, 6.519, -2.684], [4.732, 6.133, -4.280], [6.010, 4.562, -1.368], [4.375, 4.599, -1.022], [5.988, 2.313, -2.219], [3.825, 1.973, -2.749], [3.067, 2.502, -1.375], [3.974, 0.836, -1.425], [4.849, 2.472, 0.358], [6.179, 3.234, 0.205], [0.909, -0.726, -3.944], [0.003, -1.002, -2.859], [-1.311, -1.373, -3.214], [-1.414, -2.764, -3.755], [-2.843, -3.146, -4.238], [-1.023, -3.862, -2.808], [1.069, -1.690, -4.427], [1.849, -0.317, -3.575], [0.448, -0.004, -4.618], [-1.988, -1.192, -2.379], [-1.813, -0.663, -3.871], [-0.767, -2.805, -4.632], [-2.850, -4.206, -4.492], [-3.332, -2.718, -5.114], [-3.577, -2.940, -3.459], [-1.767, -4.191, -2.210], [-0.362, -3.392, -2.206], [2.234, -2.288, 2.581], [1.663, -3.457, 2.017], [0.887, -4.216, 2.905], [-0.536, -3.640, 2.986], [-1.385, -4.392, 3.906], [-1.215, -3.678, 1.704], [1.480, -1.683, 3.085], [2.595, -1.658, 1.768], [3.060, -2.564, 3.237], [0.853, -5.207, 2.451], [1.305, -4.336, 3.905], [-0.428, -2.613, 3.335], [-2.372, -3.935, 3.975], [-0.854, -4.354, 4.857], [-1.531, -5.394, 3.502], [-0.940, -4.522, 1.222], [-0.732, -3.027, 1.101], [2.915, -3.976, -1.144], [2.707, -5.165, -1.890], [2.785, -4.751, -3.287], [2.311, -5.807, -4.254], [2.061, -5.196, -5.629], [1.085, -6.484, -3.793], [2.145, -3.229, -1.336], [3.835, -3.461, -1.423], [3.010, -4.112, -0.067], [2.037, -3.967, -3.405], [3.783, -4.354, -3.472], [3.140, -6.508, -4.352], [2.838, -4.525, -5.996], [1.194, -4.536, -5.587], [1.944, -5.946, -6.412], [0.466, -5.712, -3.593], [1.417, -6.694, -2.863], [1.057, 0.253, 5.829], [2.132, 0.184, 4.876], [2.195, 1.385, 4.139], [3.393, 1.509, 3.186], [4.843, 1.418, 3.819], [3.345, 2.798, 2.489], [1.107, -0.593, 6.514], [0.067, 0.257, 5.373], [1.210, 1.105, 6.492], [1.228, 1.511, 3.653], [2.292, 2.271, 4.766], [3.184, 0.740, 2.442], [5.051, 2.218, 4.531], [5.587, 1.290, 3.033], [4.820, 0.448, 4.315], [2.390, 2.961, 2.206], [3.528, 3.588, 3.091], [-1.212, 4.010, 5.776], [-1.078, 3.838, 4.366], [-0.134, 4.722, 3.767], [-0.213, 4.579, 2.252], [-1.626, 4.731, 1.692], [0.369, 3.326, 1.772], [-1.424, 5.060, 5.977], [-0.288, 3.703, 6.266], [-2.125, 3.501, 6.087], [-0.280, 5.709, 4.207], [0.868, 4.427, 4.078], [0.438, 5.360, 1.859], [-1.637, 4.724, 0.603], [-1.989, 5.709, 2.007], [-2.290, 3.984, 2.128], [0.200, 3.181, 0.786], [-0.402, 2.765, 2.104], [-5.199, -0.573, 4.572], [-5.294, -1.448, 3.364], [-5.357, -0.723, 2.171], [-5.451, -1.700, 0.959], [-5.412, -1.052, -0.392], [-6.584, -2.552, 1.127], [-4.937, -1.274, 5.364], [-6.127, -0.033, 4.758], [-4.306, 0.038, 4.443], [-6.290, -0.161, 2.179], [-4.542, 0.000, 2.156], [-4.526, -2.277, 0.967], [-4.351, -0.887, -0.580], [-6.022, -0.152, -0.308], [-5.707, -1.727, -1.196], [-6.381, -3.256, 1.822], [-7.409, -2.012, 1.345], [-1.759, 0.586, 2.751], [-1.733, 0.990, 1.416], [-1.469, -0.018, 0.453], [-0.042, -0.629, 0.505], [1.105, 0.291, 0.133], [0.103, -1.882, -0.231], [-2.099, -0.430, 2.950], [-2.241, 1.346, 3.365], [-0.740, 0.598, 3.138], [-2.229, -0.797, 0.394], [-1.533, 0.528, -0.488], [0.254, -0.817, 1.537], [1.417, 0.878, 0.997], [0.766, 1.063, -0.558], [1.963, -0.318, -0.153], [1.000, -2.321, -0.081], [0.059, -1.690, -1.221], [-0.508, 3.001, -2.272], [-1.825, 3.136, -2.922], [-1.943, 2.856, -4.281], [-3.366, 2.872, -4.837], [-4.459, 2.028, -4.067], [-3.283, 2.356, -6.213], [-0.817, 2.984, -1.227], [0.031, 3.922, -2.497], [0.191, 2.224, -2.580], [-1.392, 3.659, -4.770], [-1.498, 1.904, -4.571], [-3.710, 3.890, -5.018], [-5.424, 2.208, -4.540], [-4.649, 2.576, -3.144], [-4.160, 0.998, -3.871], [-2.463, 2.678, -6.708], [-4.117, 2.626, -6.713]], "lowdin_charge": [-0.072, -0.177, -0.243, -0.434, -0.073, 0.043, 0.084, 0.084, 0.080, 0.109, 0.124, 0.134, 0.071, 0.079, 0.081, 0.026, 0.053, -0.039, -0.243, -0.218, -0.389, -0.054, 0.071, 0.075, 0.088, 0.086, 0.122, 0.122, 0.118, 0.077, 0.073, 0.070, 0.078, 0.035, -0.088, -0.209, -0.192, -0.484, -0.083, 0.064, 0.066, 0.077, 0.100, 0.131, 0.125, 0.124, 0.081, 0.082, 0.088, 0.073, 0.003, -0.115, -0.167, -0.197, -0.448, -0.066, 0.063, 0.061, 0.086, 0.084, 0.100, 0.130, 0.134, 0.073, 0.064, 0.079, 0.030, 0.056, -0.086, -0.183, -0.230, -0.399, -0.029, 0.034, 0.086, 0.076, 0.082, 0.093, 0.115, 0.110, 0.075, 0.067, 0.064, 0.009, 0.067, -0.086, -0.217, -0.187, -0.410, -0.042, 0.064, 0.082, 0.085, 0.090, 0.123, 0.110, 0.136, 0.075, 0.081, 0.079, 0.059, 0.040, -0.040, -0.208, -0.227, -0.466, -0.060, 0.046, 0.083, 0.086, 0.062, 0.117, 0.107, 0.131, 0.054, 0.081, 0.079, 0.076, 0.076, -0.119, -0.186, -0.148, -0.380, -0.043, 0.050, 0.096, 0.088, 0.057, 0.109, 0.116, 0.100, 0.054, 0.058, 0.079, 0.043, 0.024, -0.051, -0.187, -0.237, -0.405, -0.037, 0.006, 0.066, 0.085, 0.074, 0.123, 0.111, 0.126, 0.068, 0.066, 0.069, 0.062, 0.068]}



# 2
{"formula": "C25H24N5O4PtS", "method": "ωB97M-V with the def2-TZVPD basis set", "e_tot_ha": -2059.14798, "de_lowest_ev": 0.000, "e_lumo_ev": -3.524, "gap_ev": 8.0, "total_charge": 1, "largest_force_ev_per_a": 1.31, "elements": ["Pt", "O", "C", "N", "C", "C", "C", "C", "C", "C", "N", "C", "C", "C", "C", "C", "N", "H", "H", "H", "H", "H", "H", "H", "H", "H", "H", "C", "N", "C", "C", "C", "C", "C", "N", "C", "C", "C", "C", "C", "C", "H", "H", "H", "H", "H", "H", "H", "H", "H", "H", "H", "C", "S", "O", "O", "O", "H", "H", "H"], "positions_angstrom": [[0.105, -0.154, 0.054], [3.923, -0.147, 1.279], [2.718, -0.128, 1.137], [2.048, 0.016, -0.022], [2.665, 0.026, -1.333], [1.585, 0.119, -2.366], [1.877, 0.249, -3.714], [0.847, 0.312, -4.630], [-0.469, 0.243, -4.186], [-0.705, 0.110, -2.841], [0.303, 0.060, -1.957], [1.777, -0.221, 2.313], [2.260, -0.317, 3.596], [1.355, -0.407, 4.645], [-0.001, -0.394, 4.372], [-0.427, -0.300, 3.059], [0.452, -0.214, 2.060], [3.222, -0.898, -1.503], [3.353, 0.869, -1.442], [2.911, 0.291, -4.027], [1.063, 0.409, -5.685], [-1.301, 0.279, -4.873], [-1.701, 0.019, -2.437], [3.332, -0.324, 3.736], [1.708, -0.485, 5.665], [-0.740, -0.462, 5.156], [-1.475, -0.297, 2.799], [-2.957, -1.221, 0.096], [-2.002, -0.091, 0.104], [-2.440, 1.127, 0.161], [-1.497, 2.173, 0.188], [-1.513, 3.562, 0.244], [-0.179, 3.980, 0.233], [0.624, 2.843, 0.167], [-0.182, 1.767, 0.141], [-3.135, -1.795, 1.481], [-2.390, -2.897, 1.883], [-2.478, -3.366, 3.187], [-3.318, -2.737, 4.095], [-4.079, -1.645, 3.695], [-3.989, -1.179, 2.391], [-2.557, -1.971, -0.582], [-3.910, -0.856, -0.292], [-3.508, 1.330, 0.167], [-2.391, 4.187, 0.294], [0.183, 4.993, 0.273], [1.697, 2.751, 0.144], [-1.722, -3.372, 1.174], [-1.891, -4.222, 3.494], [-3.393, -3.106, 5.110], [-4.754, -1.168, 4.394], [-4.592, -0.332, 2.083], [0.255, -4.731, -0.624], [0.588, -3.004, -0.773], [0.641, -2.345, 0.589], [1.810, -2.837, -1.517], [-0.609, -2.470, -1.417], [1.192, -5.258, -0.466], [-0.197, -5.026, -1.567], [-0.429, -4.908, 0.202]], "nbo_charge": [1.529, -0.575, 0.631, -0.579, -0.284, 0.281, -0.225, -0.103, -0.243, 0.098, -0.440, 0.143, -0.189, -0.118, -0.219, 0.075, -0.411, 0.274, 0.235, 0.245, 0.241, 0.246, 0.225, 0.269, 0.242, 0.246, 0.238, -0.268, -0.500, 0.168, -0.044, -0.195, -0.293, -0.013, -0.396, -0.074, -0.144, -0.220, -0.206, -0.207, -0.217, 0.266, 0.206, 0.218, 0.242, 0.245, 0.234, 0.210, 0.225, 0.227, 0.227, 0.212, -0.881, 2.385, -0.985, -0.974, -1.044, 0.257, 0.266, 0.240]}



# 3
{"formula": "C33H21BCl5IN7O3SV", "method": "ωB97M-V with the def2-TZVPD basis set", "e_tot_ha": -5844.70402, "de_lowest_ev": 1.199, "multiplicity": 2, "e_lumo_ev": [-4.344, -4.183], "gap_ev": [6.4, 6.6], "s_squared": 0.76, "total_charge": 1, "largest_force_ev_per_a": 4.54, "elements": ["V", "C", "C", "N", "C", "C", "C", "O", "C", "C", "N", "C", "C", "C", "C", "C", "C", "I", "C", "O", "H", "H", "H", "H", "H", "H", "H", "H", "H", "H", "H", "H", "S", "N", "C", "C", "C", "C", "C", "N", "C", "C", "N", "C", "C", "C", "C", "C", "N", "H", "H", "H", "H", "H", "H", "Cl", "C", "C", "Cl", "C", "Cl", "C", "O", "C", "Cl", "C", "Cl", "B", "C", "N", "H", "H", "H"], "positions_angstrom": [[0.098, -0.285, 0.575], [-3.082, -1.348, -1.610], [-2.192, -0.435, -2.403], [-2.313, -0.478, -3.718], [-1.622, 0.368, -4.470], [-0.847, 1.392, -3.950], [-0.166, 2.374, -4.876], [-0.646, 3.700, -4.730], [-0.735, 1.502, -2.561], [-0.151, 2.720, -1.963], [-0.250, 2.953, -0.721], [0.167, 4.142, -0.138], [1.371, 4.779, -0.445], [1.769, 5.906, 0.252], [0.958, 6.446, 1.238], [-0.257, 5.848, 1.545], [-0.627, 4.696, 0.879], [-2.435, 3.728, 1.391], [-1.322, 0.477, -1.774], [-0.979, 0.295, -0.492], [-3.162, -2.317, -2.099], [-4.080, -0.906, -1.588], [-2.741, -1.464, -0.586], [-1.746, 0.250, -5.541], [-0.280, 2.024, -5.906], [0.901, 2.414, -4.649], [-1.562, 3.743, -5.024], [0.199, 3.482, -2.661], [2.011, 4.355, -1.209], [2.717, 6.370, 0.018], [1.271, 7.333, 1.773], [-0.900, 6.276, 2.301], [-3.208, -7.054, 0.819], [-3.305, -5.848, 1.876], [-2.542, -4.868, 1.432], [-2.359, -3.579, 2.050], [-2.962, -3.210, 3.258], [-2.748, -1.942, 3.744], [-1.979, -1.053, 2.994], [-1.403, -1.388, 1.852], [-1.543, -2.648, 1.394], [-0.834, -2.998, 0.171], [-0.013, -2.073, -0.371], [0.612, -2.337, -1.513], [0.459, -3.543, -2.187], [-0.359, -4.510, -1.648], [-1.019, -4.242, -0.444], [-1.900, -5.184, 0.198], [-2.201, -6.391, -0.242], [-3.580, -3.935, 3.770], [-3.178, -1.621, 4.681], [-1.840, -0.031, 3.328], [1.267, -1.571, -1.903], [0.989, -3.706, -3.114], [-0.510, -5.470, -2.123], [4.873, -0.045, 6.090], [3.798, -0.304, 4.785], [3.095, 0.776, 4.241], [3.306, 2.361, 4.847], [2.212, 0.544, 3.203], [1.278, 1.761, 2.429], [2.011, -0.742, 2.692], [1.130, -0.881, 1.727], [2.737, -1.807, 3.221], [2.485, -3.354, 2.519], [3.631, -1.592, 4.263], [4.510, -2.907, 4.914], [3.697, 0.992, -1.923], [2.478, 0.646, -1.069], [1.551, 0.340, -0.439], [3.388, 1.813, -2.745], [4.587, 1.309, -1.179], [4.021, -0.046, -2.455]], "lowdin_charge": [0.977, 0.009, -0.256, 0.130, -0.068, -0.126, -0.197, -0.047, -0.036, -0.047, 0.070, -0.358, -0.014, -0.067, -0.074, -0.149, -0.636, 0.864, -0.189, -0.204, 0.091, 0.101, 0.052, 0.124, 0.125, 0.130, 0.104, 0.130, 0.118, 0.112, 0.110, 0.097, 1.080, -0.202, -0.295, -0.060, 0.047, 0.001, -0.060, 0.061, -0.136, -0.129, 0.048, -0.038, 0.018, 0.056, -0.064, -0.296, -0.202, 0.133, 0.123, 0.130, 0.124, 0.128, 0.134, 0.732, -0.689, -0.688, 0.744, -0.563, 0.829, -0.389, -0.284, -0.596, 0.755, -0.688, 0.735, -0.375, -0.127, 0.055, 0.016, 0.027, 0.027]}



# 4
{"formula": "C3H6S2", "method": "ωB97M-V with the def2-TZVPD basis set", "e_tot_ha": -914.11857, "de_lowest_ev": 4.275, "e_lumo_ev": [0.125, 0.025], "gap_ev": [7.5, 7.1], "largest_force_ev_per_a": 2.61, "elements": ["C", "C", "C", "S", "S", "H", "H", "H", "H", "H", "H"], "positions_angstrom": [[1.477, -1.208, 0.008], [-1.128, 0.223, 0.829], [-0.365, 0.376, -0.481], [1.932, -0.922, 1.473], [0.385, 1.847, -1.067], [1.960, -2.032, -0.647], [-1.668, 1.146, 1.002], [-0.540, 0.051, 1.793], [-1.839, -0.552, 0.631], [-0.420, -0.340, -1.235], [0.205, 1.409, -2.305]], "nbo_charge": [-0.435, -0.686, -0.266, 0.095, 0.073, 0.196, 0.222, 0.240, 0.229, 0.206, 0.126]}